(1)
The following is a DFT calculation (ωB97M-V with the def2-TZVPD basis set) of 2 unconnected molecules or ions with the total composition C3H3N3O2 at a distorted geometry.

Last column: Mulliken charge in e.
Geometry (Å):
C: 1.33384 1.38104 -0.55304  0.44
C: -1.16535 0.64208 -0.43614  -0.29
C: -0.29233 -0.55378 -0.67632  -0.13
N: 2.25846 2.00725 -0.24037  -0.39
N: 0.26517 0.68353 -0.89976  -0.18
N: 0.28796 -1.41927 1.36883  0.59
O: 0.12235 -0.64248 2.28060  -0.42
O: 0.83083 -2.46741 1.24366  -0.44
H: -1.87267 0.70771 -1.23965  0.24
H: -1.60540 1.02662 0.60034  0.24
H: -0.16287 -1.36529 -1.44815  0.32

The gap between HOMO and LUMO (spin up / spin down) comes out at 8.6 / 8.0 eV. For the total energy, the calculation gives -11717.16220 eV.

***

(2)
The following is a DFT calculation (ωB97M-V with the def2-TZVPD basis set) of 2 unconnected molecules or ions with the total composition C3H3N3O2 at a distorted geometry.

Last column: Mulliken charge in e.
Geometry (Å):
C: 0.94377 0.50156 -0.66725  0.05
C: 2.09507 0.31983 0.21966  0.05
C: 1.26717 -2.11810 0.13356  0.59
N: 3.29481 0.41197 0.35666  0.42
N: -0.04494 1.20572 -0.32410  -0.56
N: 1.25908 -1.72959 1.26403  -0.43
O: 1.42276 -1.95586 -1.00366  -0.42
O: 4.44729 0.77316 0.53041  -0.59
H: 0.80502 -0.13341 -1.61853  0.33
H: -0.82520 1.14974 -0.96180  0.27
H: 1.04619 -2.23142 2.19755  0.29

Its SMILES is [H]/N=C/C#[N+][O-].N=C=O. The gap between HOMO and LUMO (spin up / spin down) comes out at 9.5 / 9.5 eV. For the total energy, the calculation gives -11719.78139 eV.

***

(3)
The following is a DFT calculation (ωB97M-V with the def2-TZVPD basis set) of 2 unconnected molecules or ions with the total composition C3H3N3O2 at a distorted geometry.

Last column: Löwdin spin population.
Geometry (Å):
C: -2.19766 -0.45905 -0.09954  0.02
C: 0.34271 -1.13068 -0.29431  0.06
C: 0.15578 0.04838 -1.04868  0.58
N: -3.23989 -0.41119 0.39332  0.10
N: -0.88437 -0.39810 -0.37168  0.18
N: 1.31540 1.50041 0.96544  0.45
O: 1.67012 0.67859 1.74672  0.27
O: 1.28312 2.70425 0.88010  0.29
H: 0.44391 -2.00835 -0.80582  0.01
H: 0.81992 -1.19363 0.57884  0.00
H: 0.29097 0.66938 -1.94440  0.04

Its multiplicity is 3. The gap between HOMO and LUMO (spin up / spin down) comes out at 7.3 / 8.7 eV. For the total energy, the calculation gives -11716.05046 eV. The expectation value of S² is 2.01.

***

(4)
The following is a DFT calculation (ωB97M-V with the def2-TZVPD basis set) of 2 unconnected molecules or ions with the total composition C3H3N3O3 at a distorted geometry.

Last column: Mulliken charge in e.
Geometry (Å):
C: 0.67985 -1.14398 -1.19898  -0.21
C: 1.63787 -0.59645 -0.73109  -0.64
C: -2.24281 -0.99951 0.92929  0.44
N: -1.28640 -0.25331 0.71189  0.11
N: -0.16912 0.19667 1.22184  -0.48
N: 0.43771 1.15146 0.66022  0.93
O: -3.33298 -1.39584 1.02502  -0.40
O: 1.45257 1.67383 1.02110  -0.63
O: -0.12912 1.51715 -0.55882  -0.39
H: -0.18545 -1.64009 -1.45452  0.41
H: 2.52882 -0.12192 -0.43185  0.45
H: 0.60906 1.61198 -1.19411  0.40

Its SMILES is O=C=N/N=[N+](/[O-])O.C#C. The gap between HOMO and LUMO comes out at 9.5 eV. For the total energy, the calculation gives -13764.21432 eV.

***

(5)
The following is a DFT calculation (ωB97M-V with the def2-TZVPD basis set) of C3H3N3OS in the gas phase at a distorted geometry.

Last column: Mulliken charge in e.
Geometry (Å):
C: 0.39594 0.28616 0.47170  0.49
C: -1.73992 -0.33483 -0.67430  0.02
C: 0.47747 -0.51936 -0.79449  0.37
H: 0.24058 1.54807 2.45914  0.28
H: -2.79080 -0.57187 -0.85333  0.38
H: 1.39470 -1.36582 -2.16941  0.32
N: 1.35693 0.69311 1.13438  -0.23
N: -0.76174 -0.81005 -1.35705  -0.53
N: 1.60146 -0.89076 -1.27876  -0.58
O: 1.18450 1.38870 2.24861  -0.29
S: -1.35913 0.57664 0.81351  -0.23

Its SMILES is [H]/N=C1\N=CS\C1=N/O. The gap between HOMO and LUMO comes out at 8.8 eV. For the total energy, the calculation gives -20509.99255 eV.

***

(6)
The following is a DFT calculation (ωB97M-V with the def2-TZVPD basis set) of C3H3N3OS in the gas phase at a distorted geometry.

Last column: Mulliken charge in e.
Geometry (Å):
C: -0.37279 0.49236 0.84608  0.71
C: -0.13524 -1.63074 0.16570  -0.05
C: 0.61940 0.17545 -1.24974  0.43
H: -1.50206 0.64947 2.84901  0.20
H: -0.16123 -2.61165 0.52173  0.38
H: 1.13295 1.56572 -2.94705  0.31
N: -0.71541 -0.67268 1.15309  -0.44
N: 0.69000 -1.24264 -0.87667  -0.36
N: 1.10674 0.49274 -2.37783  -0.58
O: 0.20223 1.10057 -0.19339  -0.33
S: -0.86459 1.68141 2.10907  -0.26

Its SMILES is [H]/N=c1/ncnc(S)o1. The gap between HOMO and LUMO comes out at 9.3 eV. For the total energy, the calculation gives -20509.69493 eV.

***

(7)
The following is a DFT calculation (ωB97M-V with the def2-TZVPD basis set) of C3H3N3S in the gas phase at a distorted geometry.

Last column: Mulliken charge in e.
Geometry (Å):
C: -0.04432 0.04577 0.41029  0.61
C: -0.71576 -0.82228 -0.53648  -0.10
C: 1.02343 0.88389 -1.31522  0.00
H: 0.66077 0.25708 2.96653  0.20
H: -1.36594 -1.64331 -0.10031  0.33
H: 1.76998 1.50463 -1.74907  0.42
N: -0.44929 -0.79028 -1.76549  -0.31
N: 0.42249 0.19062 -2.23466  -0.40
N: 0.95105 0.82783 0.08331  -0.47
S: -0.56967 -0.14749 2.18432  -0.28

Its SMILES is Sc1cnncn1. The gap between HOMO and LUMO comes out at 9.6 eV. For the total energy, the calculation gives -18462.93332 eV.

***

(8)
The following is a DFT calculation (ωB97M-V with the def2-TZVPD basis set) of a molecular structure, C3H3N3S at a distorted geometry.

Last column: Mulliken charge in e.
Geometry (Å):
C: 0.11547 0.81871 -0.29831  -0.39
C: 1.40457 1.31827 -0.34636  -0.20
C: 0.02302 -0.34639 0.45109  0.54
N: 1.07329 -0.78082 1.01102  -0.45
N: -1.93209 -1.63135 -0.23930  -0.36
N: -1.50881 -1.07002 0.76629  -0.07
S: 2.37091 0.27866 0.66093  0.06
H: -0.61552 1.52720 -0.82280  0.24
H: 1.95819 1.89915 -1.05963  0.39
H: -2.88903 -2.01340 -0.12292  0.25

The gap between HOMO and LUMO comes out at 9.6 eV. For the total energy, the calculation gives -18461.95722 eV.

***

(9)
The following is a DFT calculation (ωB97M-V with the def2-TZVPD basis set) of 2 unconnected molecules or ions with the total composition C3H3N3S at a distorted geometry.

Last column: Löwdin spin population.
Geometry (Å):
C: -2.32835 -0.38529 -0.21144  0.00
C: 0.98823 1.12049 -0.53642  0.07
C: 1.19301 -0.85292 0.56171  0.54
N: -2.80646 0.63791 -0.09330  0.00
N: 0.40966 1.28829 0.49674  0.06
N: 0.30460 -0.08663 0.96403  0.91
S: 2.06303 -0.30877 -0.77191  0.36
H: 1.33249 1.99318 -1.17346  0.01
H: 0.78946 -1.83917 0.79516  0.05
H: -1.94567 -1.56709 -0.03111  0.00

Its multiplicity is 3. The gap between HOMO and LUMO (spin up / spin down) comes out at 6.2 / 7.2 eV. For the total energy, the calculation gives -18456.38719 eV. The expectation value of S² is 2.01.

***

(10)
The following is a DFT calculation (ωB97M-V with the def2-TZVPD basis set) of a gas-phase ion, C3H3N4 (charge +1) at a distorted geometry.

Last column: Mulliken charge in e.
Geometry (Å):
C: 3.19301 0.07655 0.02935  0.01
C: -1.67027 -0.17584 -0.02643  0.42
C: 1.83196 0.51334 -0.01140  0.30
N: 4.29229 -0.22209 0.06859  -0.17
N: -0.61757 0.32391 -0.10798  -0.06
N: 0.95089 -0.36159 -0.04544  -0.17
N: -2.89145 -0.50000 0.02148  -0.31
H: 1.71357 1.59887 -0.00275  0.41
H: -3.41928 -0.44398 0.88910  0.29
H: -3.38315 -0.80915 -0.81452  0.29

Its SMILES is N#C/C=N/[N+]#CN. As for the charge: +1. The gap between HOMO and LUMO comes out at 10.4 eV. For the total energy, the calculation gives -9108.56397 eV.

***

(11)
The following is a DFT calculation (ωB97M-V with the def2-TZVPD basis set) of a gas-phase ion, C3H3N4O (charge +1) at a distorted geometry.

Last column: Mulliken charge in e.
Geometry (Å):
C: 1.47928 0.21269 0.03608  -0.72
C: 0.27166 0.72824 0.05668  0.33
C: -0.66448 -0.64250 0.17764  0.41
N: 0.11092 -1.65645 0.07665  -0.48
N: 1.32622 -1.27670 -0.05391  0.24
N: -0.99942 1.35038 0.08116  -0.19
N: -1.74833 0.22960 0.13118  0.75
O: -2.91331 0.09135 0.02390  -0.41
H: 2.44713 0.54090 0.09347  0.50
H: 2.13652 -1.78055 -0.35955  0.27
H: -1.44619 2.20302 -0.26329  0.31

Its SMILES is O=[N+]1Nc2c[nH]nc21. As for the charge: +1. The gap between HOMO and LUMO (spin up / spin down) comes out at 7.4 / 7.4 eV. For the total energy, the calculation gives -11151.94071 eV.

***

(12)
The following is a DFT calculation (ωB97M-V with the def2-TZVPD basis set) of a gas-phase ion, C3H3N4O (charge +1) at a distorted geometry.

Last column: Mulliken charge in e.
Geometry (Å):
C: -0.05791 -0.98023 0.36319  0.03
C: 0.29223 0.46365 0.87476  0.27
C: -0.32135 1.28830 -0.11082  0.06
N: -0.02577 -1.51307 -0.75371  0.49
N: -0.01509 -1.68334 -1.94341  -0.46
N: 0.85468 0.84778 1.91270  -0.46
N: -0.91633 2.15413 -0.63602  0.61
O: -1.44007 2.92828 -1.34093  -0.52
H: -0.48393 -1.55098 1.28029  0.34
H: 0.56494 -2.49489 -2.21340  0.34
H: 1.54860 0.54037 2.56735  0.29

Its SMILES is [H]/N=C(/C#[N+][O-])C=[N+]=N. As for the charge: +1. The gap between HOMO and LUMO comes out at 7.0 eV. For the total energy, the calculation gives -11152.46034 eV.

***

For the records above, the corresponding energy above the lowest of the compared OMol25 structures with the same formula, charge and spin values read 202.81; 142.42; 61.63; 217.75; 78.10; 84.96; 49.57; 72.08; 97.83; 45.91; 111.76; 99.78 kcal per mole.